Record 1
Entry from OMol25: a molecular structure, C45H43FGeN4O6PdS in a non-equilibrium geometry (the ωB97M-V functional and the def2-TZVPD basis).

The geometry in XYZ format:
```
102
Properties=species:S:1:pos:R:3:lowdin_charge:R:1
Pd -0.24277 0.21588 0.58443 0.603
O 3.23743 8.18178 -0.23117 0.095
C 3.04733 7.20618 0.69963 -0.491
O 3.49343 7.36108 1.81093 0.094
C 2.28933 6.01758 0.28803 -0.157
C 2.01923 5.68498 -1.04657 -0.040
C 1.28903 4.56518 -1.35567 -0.122
C 0.80313 3.71808 -0.34727 -0.661
S -0.17517 2.38648 -0.80747 0.759
C 1.10783 4.02948 0.98453 -0.119
C 1.82543 5.15628 1.29323 -0.016
H 2.79773 7.97418 -1.06637 0.085
H 2.40733 6.28418 -1.86287 0.106
H 1.07823 4.31288 -2.38337 0.097
H 0.77883 3.35838 1.76273 0.078
H 2.03423 5.41248 2.32233 0.123
N 5.03513 -3.67332 -0.97077 0.191
C 4.00853 -4.53782 -0.82467 -0.514
O 4.02993 -5.65302 -1.30817 0.048
C 2.85903 -4.03952 0.00193 -0.107
C 2.42253 -4.79812 1.08333 0.000
C 1.40103 -4.30742 1.87753 -0.032
C 0.83623 -3.08342 1.55183 -0.157
N 1.18793 -2.39122 0.47923 0.058
C 2.16713 -2.86092 -0.27737 -0.071
H 5.85013 -4.00482 -1.46357 0.117
H 5.12393 -2.78822 -0.49067 0.053
H 2.88803 -5.75022 1.30133 0.120
H 1.05033 -4.85672 2.74033 0.106
H 0.05873 -2.64842 2.16883 0.089
H 2.41323 -2.27852 -1.15397 0.108
C 4.08703 -0.56982 -2.55817 -0.082
C 4.35313 0.67008 -1.71437 -0.170
C 3.90153 0.63098 -0.24077 -0.279
C 4.24653 2.03728 0.33433 -0.141
C 4.08073 2.28178 1.82793 -0.078
C 4.57353 -0.46192 0.56063 -0.409
O 5.58613 -1.04882 0.21413 0.053
N 3.94623 -0.76602 1.72173 0.207
C 2.63223 -0.33562 2.10703 -0.600
O 2.25673 -0.58272 3.23243 0.053
N 1.91303 0.22518 1.13783 0.063
C 2.40733 0.36568 -0.11327 -0.500
O 1.68103 0.28298 -1.09237 -0.059
H 4.40093 -0.36722 -3.58067 0.074
H 3.02483 -0.79322 -2.56597 0.056
H 4.65083 -1.42482 -2.19497 0.048
H 3.83593 1.51728 -2.17457 0.122
H 5.42813 0.86768 -1.72527 0.116
H 3.62623 2.75678 -0.20887 0.114
H 5.28923 2.24058 0.07413 0.122
H 3.05763 2.10878 2.14903 0.059
H 4.32623 3.32208 2.03633 0.078
H 4.75043 1.65588 2.41503 0.079
H 4.39793 -1.41572 2.35453 0.164
C -2.81717 -2.22932 2.22763 -0.241
Ge -1.92457 -1.50182 0.53943 0.902
C -1.47217 -3.14062 -0.52147 -0.330
C -1.77887 -4.44522 -0.16927 -0.131
C -1.42467 -5.50762 -0.98157 -0.098
C -0.73637 -5.27922 -2.15907 -0.098
C -0.41697 -3.98002 -2.52237 -0.089
C -0.78057 -2.92462 -1.70797 -0.136
C -3.34757 -0.67382 -0.61367 -0.252
C -2.99377 0.51998 -1.18727 -0.162
C -3.90557 1.31998 -1.88187 -0.076
C -5.20147 0.91138 -2.01647 -0.045
C -5.59867 -0.34642 -1.51477 -0.175
C -6.91617 -0.82002 -1.67627 -0.048
C -7.27617 -2.05772 -1.22497 -0.101
C -6.33237 -2.88152 -0.59417 -0.088
C -5.05567 -2.44002 -0.39237 -0.039
C -4.65717 -1.16092 -0.82567 -0.176
H -2.72987 -3.31092 2.27433 -0.009
H -3.86997 -1.96982 2.24933 0.000
H -2.34327 -1.82192 3.11703 -0.003
H -2.29467 -4.64492 0.76093 0.081
H -1.68917 -6.51582 -0.69397 0.095
H -0.44137 -6.11042 -2.78487 0.096
H 0.11593 -3.79682 -3.44557 0.101
H -0.51087 -1.90262 -1.96667 0.101
H -1.97077 0.86628 -1.07587 -0.030
H -3.56867 2.26978 -2.27247 0.109
H -5.93087 1.54018 -2.51077 0.110
H -7.63787 -0.18232 -2.16907 0.106
H -8.28867 -2.41152 -1.35697 0.094
H -6.62527 -3.86932 -0.26917 0.096
H -4.31737 -3.06372 0.08943 0.083
F -5.96617 3.59628 -0.03317 0.041
C -4.85777 3.11338 0.59243 -0.279
C -4.92427 1.88888 1.23473 -0.018
C -3.78817 1.38028 1.81663 -0.039
C -2.55547 2.07648 1.78333 -0.329
C -1.38187 1.51068 2.34413 -0.020
C -2.56127 3.35588 1.17183 -0.056
C -3.69067 3.86068 0.57423 -0.012
H -5.85827 1.35168 1.26183 0.123
H -3.83337 0.42388 2.31543 0.101
H -1.51337 0.66358 3.01603 0.051
H -0.56357 2.18268 2.59483 0.048
H -1.65327 3.93948 1.15563 0.088
H -3.68997 4.82718 0.09233 0.119
```

## Properties
- HOMO-LUMO gap (spin up / spin down): 6.28 / 6.00 eV
- HOMO level (spin up / spin down): -5.16 / -5.12 eV
- F_max: 1.9 eV/Å
- 2S+1: 2
- Charge: -1
- Energy above the lowest of the compared OMol25 structures with the same formula, charge and spin: 70.8 kcal/mol
- Total energy: -5114.0593 Ha

---

Record 2
Entry from OMol25: 2 unconnected molecules or ions with the total composition C17H19NO (the ωB97M-V functional and the def2-TZVPD basis).

The geometry in XYZ format:
```
38
Properties=species:S:1:pos:R:3:lowdin_charge:R:1
C 4.17539 -0.63904 0.30541 -0.047
C 3.18531 0.44838 0.57058 -0.231
C 3.31939 1.75635 0.23607 -0.062
N 2.19845 2.47768 0.64097 0.073
C 1.38120 1.60976 1.33316 -0.237
C 0.19474 1.87591 2.00085 -0.024
C -0.40382 0.83660 2.68088 -0.100
C 0.13826 -0.45711 2.62315 -0.117
C 1.27835 -0.73095 1.90913 -0.035
C 1.91502 0.31763 1.23522 -0.148
H 4.83542 -0.41394 -0.53937 0.077
H 3.70494 -1.60310 0.10950 0.076
H 4.85116 -0.74891 1.15657 0.080
H 4.07773 2.19161 -0.38953 0.118
H 2.27296 3.44436 0.92228 0.149
H -0.24215 2.85918 1.96180 0.110
H -1.32289 1.04885 3.21653 0.103
H -0.40503 -1.26119 3.10181 0.101
H 1.59359 -1.76592 1.82911 0.114
C -2.47153 -2.67366 0.51834 -0.096
C -2.90691 -1.22131 0.28732 -0.207
C -2.26933 -0.62346 -0.94150 -0.242
C -1.01589 -0.02755 -0.86190 -0.027
C -0.42623 0.60633 -1.93771 -0.008
C -1.13622 0.69561 -3.12482 -0.326
O -0.62558 1.31066 -4.24278 0.036
C -2.40760 0.14586 -3.23259 -0.018
C -2.94448 -0.54717 -2.16301 -0.035
H -1.39929 -2.78696 0.70592 0.068
H -2.71953 -3.24619 -0.37741 0.073
H -3.04492 -3.14759 1.31603 0.066
H -3.98656 -1.24457 0.14256 0.104
H -2.68127 -0.58971 1.14090 0.095
H -0.51437 -0.12918 0.09147 0.082
H 0.56366 1.03718 -1.83758 0.110
H 0.05010 1.93972 -3.97634 0.098
H -2.89634 0.27690 -4.19360 0.118
H -3.91572 -1.02105 -2.21741 0.110
```

## Properties
- HOMO-LUMO gap: 8.82 eV
- SMILES: Cc1c[nH]c2ccccc12.CCc1ccc(O)cc1
- HOMO level: -8.09 eV
- F_max: 1.0 eV/Å
- 2S+1: 1
- Charge: 0
- Energy above the lowest of the compared OMol25 structures with the same formula, charge and spin: 23.6 kcal/mol
- Total energy: -789.1995 Ha

---

Record 3
Entry from OMol25: 15 unconnected molecules or ions with the total composition C24H76ClNO19P (the ωB97M-V functional and the def2-TZVPD basis).

The geometry in XYZ format:
```
122
Properties=species:S:1:pos:R:3:lowdin_charge:R:1
C -2.06316 0.43489 -1.38748 -0.088
C -1.86407 -0.82961 -2.22730 -0.214
C -0.74773 -0.62017 -3.23851 -0.179
O -0.00833 -1.85474 -3.38696 -0.099
C 1.18783 -1.76378 -4.05026 -0.457
C 1.08052 -2.08044 -5.56080 -0.499
Cl 0.81248 -0.62185 -6.49771 0.802
N 2.39319 -2.78980 -5.90829 -0.059
C 3.16331 -2.29968 -7.10443 -0.141
C 4.17638 -3.34855 -7.55101 -0.059
C 5.11411 -2.68961 -8.55336 -0.519
O 5.79355 -1.74835 -8.26863 0.149
O 5.03469 -3.24188 -9.77990 0.123
C 3.22641 -2.84666 -4.63732 -0.095
C 2.22485 -2.74067 -3.50977 -0.324
P 2.85393 -2.02199 -1.88025 0.917
O 3.03428 -3.40036 -1.01814 -0.256
O 4.44007 -1.80941 -2.25372 -0.256
H -1.33045 0.50128 -0.58145 0.075
H -1.93414 1.32545 -2.00872 0.077
H -3.07111 0.47722 -0.98040 0.065
H -2.79821 -1.02638 -2.74550 0.091
H -1.61579 -1.68714 -1.60230 0.117
H -0.04636 0.14911 -2.89621 0.124
H -1.15069 -0.31254 -4.20718 0.114
H 1.63752 -0.75793 -3.98591 0.136
H 0.25433 -2.76477 -5.73672 0.140
H 2.16661 -3.76528 -6.10408 0.186
H 2.45447 -2.08649 -7.89843 0.117
H 3.67557 -1.38569 -6.81505 0.134
H 3.67200 -4.19097 -8.02323 0.132
H 4.78839 -3.69078 -6.71659 0.132
H 5.90155 -3.25228 -10.21057 0.142
H 3.97648 -2.05849 -4.64137 0.133
H 3.76744 -3.78867 -4.60038 0.144
H 1.76964 -3.70817 -3.28382 0.137
H 2.34017 -3.44379 -0.34454 0.067
H 4.63665 -0.87284 -2.36278 0.065
C -4.87657 -1.93041 -0.33504 -0.148
O -4.86855 -1.62215 -1.72548 -0.146
H -3.94559 -1.56025 0.09125 0.071
H -5.70569 -1.45387 0.18675 0.061
H -4.93066 -3.01015 -0.16707 0.080
H -5.69881 -1.94317 -2.10452 0.033
C 5.38421 -3.26045 2.22791 -0.120
O 4.24718 -2.45756 1.92031 -0.135
H 5.64916 -3.06977 3.26525 0.059
H 5.16229 -4.32377 2.11777 0.085
H 6.23464 -2.99569 1.59643 0.087
H 4.02104 -2.61526 0.99850 0.035
C 6.71396 -2.13604 6.03361 -0.145
O 5.57601 -1.35287 5.68628 -0.127
H 6.94803 -1.91654 7.07202 0.078
H 6.50540 -3.20496 5.93867 0.077
H 7.57588 -1.87633 5.41441 0.081
H 5.36038 -1.53446 4.76718 0.054
C -2.58161 -0.87698 -7.58177 -0.181
O -3.48706 -0.00213 -6.93455 -0.114
H -1.79104 -1.07647 -6.86199 0.013
H -3.05358 -1.82331 -7.86144 0.081
H -2.13475 -0.42152 -8.47090 0.078
H -4.20469 0.21074 -7.53828 0.080
C -7.12525 -1.62548 3.06065 -0.139
O -5.78560 -1.90557 2.66184 -0.136
H -7.41777 -0.68993 2.59110 0.053
H -7.81363 -2.41169 2.73857 0.079
H -7.20504 -1.50256 4.14334 0.080
H -5.51500 -2.72721 3.08060 0.075
C -7.81684 -3.64988 -3.36302 -0.136
O -7.20362 -2.36349 -3.32789 -0.132
H -8.46601 -3.71156 -2.49341 0.083
H -8.42270 -3.77817 -4.26195 0.079
H -7.07766 -4.45271 -3.30869 0.079
H -6.63543 -2.27372 -4.09967 0.085
C 4.72663 0.80266 8.24520 -0.144
O 4.05963 0.99310 7.00486 -0.141
H 4.85333 1.77459 8.71727 0.067
H 4.14181 0.16195 8.91071 0.083
H 5.71368 0.35826 8.08834 0.068
H 3.98668 0.12307 6.59833 0.049
C 2.95985 4.27040 9.68569 -0.148
O 3.90030 3.81122 10.65288 -0.130
H 3.09009 3.66345 8.79204 0.067
H 1.93595 4.15269 10.04795 0.081
H 3.13684 5.31931 9.43413 0.065
H 3.77984 4.33712 11.44842 0.070
C 1.21956 1.56007 5.90639 -0.175
O -0.14046 1.85017 5.60292 -0.121
H 1.24825 1.18624 6.92548 0.075
H 1.62051 0.78723 5.24288 0.056
H 1.85173 2.44764 5.84562 0.077
H -0.18933 2.18911 4.70524 0.066
C 2.23674 0.29488 1.87665 -0.148
O 1.66015 -0.96172 1.54180 -0.152
H 1.84608 1.03228 1.17803 0.077
H 1.97132 0.60146 2.89090 0.062
H 3.32627 0.26665 1.79321 0.073
H 2.01878 -1.60868 2.16003 0.055
C 1.47552 2.66669 -9.41123 -0.158
O 1.70508 2.86185 -8.02209 -0.124
H 1.71132 3.60741 -9.90207 0.082
H 2.12221 1.88897 -9.82778 0.073
H 0.43152 2.41930 -9.62139 0.075
H 1.50510 2.04594 -7.55751 0.025
C -7.53794 1.88789 1.08646 -0.162
O -8.43205 1.54423 2.13310 -0.130
H -7.30326 0.99080 0.51569 0.070
H -7.97836 2.62058 0.40502 0.066
H -6.60515 2.29889 1.48097 0.085
H -8.60271 2.35040 2.63328 0.059
C -8.98462 5.80904 1.25796 -0.148
O -9.06002 4.60013 2.00438 -0.137
H -8.31236 6.47171 1.79749 0.080
H -8.58137 5.64111 0.25580 0.076
H -9.96035 6.29271 1.17496 0.079
H -9.66750 4.01030 1.54578 0.072
C 4.04646 8.31355 10.56195 -0.167
O 2.68644 8.60149 10.26679 -0.126
H 4.07890 7.95497 11.58807 0.078
H 4.44069 7.53718 9.89987 0.067
H 4.67421 9.20430 10.47843 0.075
H 2.63253 8.92456 9.36333 0.072
```

## Properties
- HOMO-LUMO gap: 8.07 eV
- HOMO level: -10.98 eV
- F_max: 0.9 eV/Å
- 2S+1: 1
- Charge: +1
- Energy above the lowest of the compared OMol25 structures with the same formula, charge and spin: 0.0 kcal/mol
- Total energy: -3245.4284 Ha

---

Record 4
Entry from OMol25: a molecular structure, C52H44BrIrN3OP2S in a non-equilibrium geometry (the ωB97M-V functional and the def2-TZVPD basis).

The geometry in XYZ format:
```
105
Properties=species:S:1:pos:R:3:lowdin_charge:R:1
Ir -1.35878 0.26385 -0.05228 0.996
C 2.19644 1.87623 1.04550 -0.029
C 2.66215 0.50620 1.43747 -0.260
C 4.02561 0.33281 1.66390 -0.043
C 4.55231 -0.86899 2.10290 -0.071
C 3.70387 -1.94104 2.32124 -0.067
C 2.34236 -1.78658 2.11049 -0.081
C 1.79779 -0.58057 1.65718 -0.259
P -0.03411 -0.36392 1.70043 1.026
C -0.55704 -1.89928 2.54135 -0.312
C -0.86587 -1.89655 3.90084 -0.099
C -1.29097 -3.04748 4.54514 -0.070
C -1.43579 -4.22069 3.82067 -0.060
C -1.12711 -4.23436 2.46866 -0.036
C -0.66074 -3.09603 1.81179 -0.283
C -0.19791 -3.23135 0.38371 -0.058
C -0.12686 1.04391 2.82844 -0.322
C 0.46457 1.10842 4.09068 -0.082
C 0.38131 2.27729 4.82338 -0.064
C -0.26443 3.38689 4.28395 -0.056
C -0.78710 3.34520 3.00285 -0.034
C -0.70312 2.18034 2.24224 -0.320
C -1.12442 2.14881 0.79457 -0.311
H 3.02692 2.44581 0.62898 0.085
H 1.83052 2.42550 1.91725 0.094
H 1.39457 1.84502 0.31063 0.038
H 4.68846 1.17431 1.49353 0.120
H 5.61822 -0.96365 2.27499 0.113
H 4.08877 -2.88999 2.67489 0.110
H 1.69969 -2.62551 2.32792 0.094
H -0.81551 -0.97382 4.46178 0.092
H -1.52592 -3.01823 5.60258 0.113
H -1.77905 -5.12795 4.30493 0.112
H -1.22180 -5.15839 1.90735 0.117
H -0.74544 -4.02787 -0.12323 0.088
H 0.86350 -3.50022 0.36417 0.089
H -0.30063 -2.31110 -0.18949 0.019
H 0.99410 0.25153 4.49209 0.116
H 0.82169 2.33360 5.81155 0.110
H -0.33566 4.29832 4.86626 0.111
H -1.25051 4.22704 2.57400 0.124
H -0.40820 2.72947 0.20269 0.059
H -2.06316 2.67992 0.66458 0.027
Br -5.12270 2.33452 6.15832 0.769
C -4.46434 1.56459 4.56377 -0.681
C -4.08346 0.23439 4.55621 -0.101
C -3.58618 -0.32276 3.38831 -0.022
C -3.46026 0.46293 2.25080 -0.248
C -3.88769 1.78503 2.24621 -0.024
C -4.38647 2.33628 3.41243 -0.094
N -2.98992 -0.14807 1.03441 -0.079
C -3.70317 -1.12994 0.63584 -0.053
C -3.33715 -1.84826 -0.56834 -0.242
C -4.15358 -2.82810 -1.11830 0.021
C -3.82135 -3.35206 -2.35490 -0.026
C -2.71861 -2.84469 -3.01724 -0.010
C -1.95883 -1.86646 -2.40556 -0.122
N -2.22317 -1.41379 -1.18845 -0.061
H -4.16923 -0.36492 5.45390 0.109
H -3.26381 -1.35422 3.37807 0.106
H -3.89568 2.36145 1.32380 0.098
H -4.72872 3.36318 3.42202 0.113
H -4.60447 -1.38612 1.17359 0.156
H -5.04731 -3.14325 -0.59446 0.129
H -4.43715 -4.11743 -2.81102 0.121
H -2.44209 -3.19114 -4.00472 0.119
H -1.11664 -1.41433 -2.90359 0.078
S -2.43067 1.45919 -1.92094 0.644
C -3.97771 1.40878 -1.26416 -0.803
N -5.01708 1.34797 -0.75045 0.084
O 0.47828 0.08039 -1.29698 -0.469
P 1.32263 0.59255 -2.44725 0.848
C 1.01650 -0.31334 -3.98857 -0.267
C 0.96360 -1.70652 -3.89866 -0.108
C 0.89803 -2.48100 -5.04285 -0.064
C 0.89692 -1.87105 -6.29370 -0.061
C 0.97149 -0.49058 -6.39113 -0.057
C 1.03988 0.28806 -5.24240 -0.063
C 3.07024 0.20160 -2.23817 -0.266
C 3.44784 -0.84975 -1.41294 -0.074
C 4.76147 -1.29850 -1.41808 -0.063
C 5.70161 -0.69052 -2.23437 -0.059
C 5.32733 0.35927 -3.06636 -0.060
C 4.01370 0.79419 -3.08202 -0.075
C 1.13147 2.34844 -2.76917 -0.283
C 0.01386 2.79692 -3.47324 -0.149
C -0.18947 4.15335 -3.66983 -0.055
C 0.72664 5.06982 -3.17254 -0.054
C 1.84941 4.63100 -2.48216 -0.056
C 2.05332 3.27562 -2.28236 -0.084
H 0.98267 -2.18567 -2.92373 0.111
H 0.86119 -3.56093 -4.96288 0.112
H 0.85000 -2.47588 -7.19107 0.112
H 0.98265 -0.01335 -7.36287 0.113
H 1.11313 1.36462 -5.33450 0.105
H 2.71483 -1.32596 -0.77339 0.098
H 5.04631 -2.12123 -0.77496 0.110
H 6.72780 -1.03726 -2.23117 0.111
H 6.05753 0.82870 -3.71341 0.112
H 3.72365 1.58973 -3.75914 0.112
H -0.70531 2.09007 -3.86916 0.064
H -1.06572 4.49221 -4.20760 0.117
H 0.56867 6.13010 -3.32763 0.113
H 2.56826 5.34555 -2.10086 0.113
H 2.93431 2.93972 -1.75297 0.098
```

## Properties
- HOMO-LUMO gap: 7.38 eV
- HOMO level: -10.59 eV
- F_max: 1.4 eV/Å
- 2S+1: 1
- Charge: +1
- Energy above the lowest of the compared OMol25 structures with the same formula, charge and spin: 9.0 kcal/mol
- Total energy: -6006.6530 Ha